{"formula": "C45H66LiNP3Si", "method": "ωB97M-V/def2-TZVPD", "charge": -1, "relative_energy_kj_mol": 39.6, "gap_ev": 5.977, "max_force_ha_per_bohr": 0.0156, "multiplicity": 1, "symbols": ["Li", "C", "C", "C", "P", "C", "C", "C", "C", "C", "C", "C", "C", "C", "Si", "C", "C", "C", "C", "C", "C", "P", "C", "C", "C", "C", "C", "C", "C", "C", "C", "C", "C", "C", "P", "C", "C", "C", "C", "C", "C", "H", "H", "H", "H", "H", "H", "H", "H", "H", "H", "H", "H", "H", "H", "H", "H", "H", "H", "H", "H", "H", "H", "H", "H", "H", "H", "H", "H", "H", "H", "H", "H", "H", "H", "H", "H", "H", "H", "H", "H", "H", "H", "H", "H", "H", "H", "H", "H", "H", "H", "H", "H", "H", "H", "C", "N", "C", "C", "C", "C", "C", "C", "C", "C", "H", "H", "H", "H", "H", "H", "H", "H", "H", "H", "H", "H"], "xyz": [[0.71591, -0.64287, 0.16725], [0.11212, -0.90293, -4.86021], [0.98125, 0.31748, -4.54340], [1.03408, 1.23937, -5.76774], [0.57011, 0.85552, -2.77486], [1.64886, 2.38405, -2.53555], [3.06425, 2.14909, -3.06184], [1.08101, 3.70875, -3.04853], [-1.08117, 1.65390, -2.82422], [-1.65794, 2.09165, -4.01945], [-2.90441, 2.69021, -4.03995], [-3.59809, 2.86459, -2.85499], [-3.03823, 2.43160, -1.66409], [-1.78141, 1.82245, -1.59805], [-1.05147, 1.06037, 0.03634], [-2.74647, 0.48507, 0.76919], [-3.67402, 1.38331, 1.30434], [-4.89652, 0.96778, 1.80418], [-5.19722, -0.38704, 1.83898], [-4.28507, -1.30530, 1.34899], [-3.07623, -0.88650, 0.78198], [-1.87348, -2.07024, 0.04568], [-1.85130, -3.57042, 1.20319], [-2.92093, -4.65992, 1.18176], [-1.63120, -3.04488, 2.62375], [-2.81044, -2.66948, -1.48134], [-2.66283, -1.55552, -2.51956], [-4.28954, -3.03207, -1.36990], [-0.64555, 2.59268, 1.14244], [-0.89657, 3.89181, 0.68122], [-0.52339, 5.02031, 1.39130], [0.16606, 4.88117, 2.58499], [0.47788, 3.61602, 3.05238], [0.07115, 2.46517, 2.36958], [0.48381, 0.79053, 3.01953], [2.24201, 0.88881, 3.73543], [2.83942, -0.51495, 3.56323], [3.17798, 1.95080, 3.12838], [-0.37469, 0.76488, 4.71623], [-1.87636, 0.60885, 4.54149], [-0.13515, 1.94709, 5.65149], [0.44976, -1.38995, -5.77979], [-0.93146, -0.60823, -4.99669], [0.16053, -1.63088, -4.04795], [1.99867, -0.05316, -4.36621], [0.04960, 1.35861, -6.22245], [1.68422, 0.79248, -6.52615], [1.42499, 2.22879, -5.53700], [1.69956, 2.45013, -1.44044], [3.08747, 2.13095, -4.15280], [3.46067, 1.20716, -2.68672], [3.72395, 2.95389, -2.72667], [0.84459, 3.66542, -4.11249], [1.81793, 4.50351, -2.89576], [0.17193, 3.98059, -2.51280], [-1.12636, 1.97471, -4.95251], [-3.33031, 3.02989, -4.97755], [-4.57023, 3.34523, -2.85825], [-3.60650, 2.58061, -0.75400], [-3.42199, 2.43906, 1.34242], [-5.60769, 1.69244, 2.18521], [-6.13880, -0.72682, 2.25531], [-4.51881, -2.35960, 1.41631], [-0.91688, -4.05233, 0.89121], [-3.90137, -4.28999, 1.48244], [-2.63426, -5.44525, 1.88787], [-3.00303, -5.12129, 0.19742], [-2.53751, -2.57487, 3.00983], [-0.83284, -2.29673, 2.63947], [-1.35343, -3.85798, 3.29995], [-2.24486, -3.54607, -1.82003], [-3.26183, -0.68996, -2.22876], [-2.99949, -1.88575, -3.50624], [-1.62775, -1.22867, -2.59414], [-4.85904, -2.18705, -0.98600], [-4.47363, -3.89447, -0.73259], [-4.67618, -3.26398, -2.36685], [-1.40784, 4.01057, -0.26881], [-0.76905, 6.00804, 1.01714], [0.46247, 5.75791, 3.14939], [1.05395, 3.52932, 3.96424], [2.14239, 1.06764, 4.80689], [2.96119, -0.73767, 2.50212], [2.18969, -1.27931, 3.99967], [3.81723, -0.57640, 4.04951], [2.72710, 2.47002, 2.28440], [4.09282, 1.48228, 2.76307], [3.45352, 2.70457, 3.86857], [0.02701, -0.14614, 5.17850], [-2.27728, 1.49858, 4.06276], [-2.37706, 0.48910, 5.50711], [-2.11378, -0.24826, 3.91692], [-0.55565, 2.85669, 5.22348], [0.91985, 2.11938, 5.87053], [-0.64233, 1.76336, 6.60329], [2.15229, -4.03089, 0.65835], [2.76209, -4.24864, -0.64325], [4.06001, -4.87549, -0.49895], [2.80373, -3.02273, -1.46072], [3.49873, -1.82142, -0.84506], [4.87215, -1.66047, -1.02953], [5.53971, -0.56105, -0.50349], [4.81384, 0.37822, 0.21330], [3.44689, 0.19349, 0.39299], [2.71697, -0.89542, -0.12085], [1.96305, -5.00046, 1.12806], [1.21019, -3.49627, 0.52775], [2.78623, -3.43178, 1.32857], [3.93494, -5.82764, 0.02283], [4.77806, -4.25997, 0.06626], [4.47627, -5.07199, -1.48949], [1.76161, -2.75219, -1.65582], [3.27643, -3.29629, -2.41081], [5.44040, -2.38980, -1.60361], [6.60319, -0.43854, -0.67736], [5.30453, 1.26090, 0.61486], [2.90853, 0.96710, 0.94091]], "forces_ev_per_angstrom": [[-0.1445, -0.1932, -0.2420], [0.1197, -0.0056, 0.0385], [-0.1829, -0.0575, 0.1924], [0.0818, 0.0465, 0.1076], [0.2919, 0.1653, -0.3710], [-0.1488, -0.0364, 0.1023], [-0.1008, -0.0633, 0.1622], [0.0478, -0.1115, 0.0954], [-0.3307, 0.0547, 0.1956], [0.0617, -0.0690, 0.0145], [-0.0976, 0.0473, -0.1144], [-0.0604, 0.0844, 0.0222], [0.0282, 0.1016, 0.0215], [0.3430, -0.1163, -0.4139], [-0.1334, 0.3492, 0.0608], [0.2053, -0.3035, 0.1280], [-0.0850, -0.0111, 0.2078], [0.0475, 0.0475, 0.0453], [-0.0903, -0.0751, 0.0620], [0.0025, 0.0360, -0.0033], [0.0456, 0.0922, 0.1227], [-0.3337, -0.7285, 0.0201], [0.0827, 0.2570, 0.0403], [0.0719, 0.0802, -0.0590], [0.1012, -0.0216, -0.0650], [0.1498, 0.2729, 0.0845], [0.0740, -0.0595, 0.0068], [0.0977, -0.0719, 0.0496], [0.1955, 0.0068, 0.2508], [-0.1115, -0.0636, -0.0282], [0.0158, 0.0379, 0.0158], [0.0276, 0.1861, 0.0595], [-0.0745, -0.0616, -0.0825], [-0.1315, 0.1840, -0.1978], [0.1110, 0.0673, 0.6348], [0.0162, -0.1347, -0.3604], [-0.1256, 0.0071, 0.0430], [-0.0071, 0.0327, 0.1106], [-0.0965, 0.0945, -0.2713], [-0.0061, -0.1884, -0.0372], [0.0733, -0.0889, 0.0547], [-0.0114, -0.0015, -0.0140], [-0.0087, -0.0332, 0.0131], [-0.0424, -0.0281, -0.0536], [-0.0247, 0.0273, -0.0313], [0.0887, -0.0142, -0.0611], [-0.0144, 0.0078, -0.0221], [-0.0094, 0.0037, -0.0530], [0.0830, -0.0102, -0.0349], [0.0274, -0.0027, 0.0064], [0.1364, -0.1076, 0.0384], [0.0114, -0.0311, 0.0038], [-0.0217, 0.0548, -0.0100], [-0.0123, 0.0148, 0.0002], [-0.0297, 0.0274, -0.0477], [-0.0670, 0.0246, 0.1220], [0.0101, -0.0269, -0.0105], [-0.0131, -0.0267, 0.0151], [0.0161, -0.0302, -0.0827], [-0.0009, -0.0149, 0.0235], [0.0184, -0.0007, 0.0263], [0.0149, -0.0096, 0.0061], [-0.0255, 0.0183, -0.0730], [-0.0432, 0.0262, -0.0064], [-0.0139, -0.0533, -0.0135], [-0.0238, -0.0082, 0.0108], [-0.0540, 0.0007, 0.0116], [0.0126, 0.0079, 0.0207], [-0.0245, 0.0201, 0.0787], [0.0100, -0.0086, -0.0095], [0.0326, 0.0144, 0.0429], [-0.0062, 0.0664, -0.0121], [-0.0131, -0.0075, 0.0085], [0.0559, 0.0709, -0.0714], [-0.0556, 0.0265, -0.0122], [-0.0540, 0.0431, 0.0122], [0.0003, -0.0129, -0.0069], [-0.0163, 0.0554, 0.0581], [0.0301, -0.0053, -0.0317], [0.0511, -0.0127, -0.0088], [0.0215, -0.0165, -0.0483], [-0.0043, 0.0647, -0.0898], [0.0228, -0.1195, 0.1696], [0.0171, -0.0186, 0.0160], [0.0056, -0.0091, 0.0060], [0.0477, 0.0922, 0.0399], [0.0111, 0.0433, 0.0845], [-0.0222, 0.0393, -0.0030], [0.0424, 0.0271, -0.0483], [-0.1685, 0.1115, -0.1230], [0.0157, -0.0028, -0.0120], [-0.1374, -0.0914, -0.1333], [-0.0351, -0.0011, 0.0727], [-0.0437, 0.0733, 0.0053], [0.0077, -0.0101, 0.0178], [0.1041, -0.0232, -0.1463], [0.0217, 0.0010, 0.0101], [-0.1228, 0.0729, -0.0186], [0.0134, -0.0946, 0.1332], [-0.1975, 0.0284, -0.0308], [0.0780, -0.0150, -0.0367], [0.0327, -0.0485, -0.0534], [0.0090, 0.0895, -0.0192], [-0.1353, 0.0675, -0.3283], [0.2611, -0.0004, 0.0793], [-0.0339, 0.0125, 0.0212], [0.0052, -0.0243, 0.0543], [-0.0555, 0.0370, 0.0345], [0.0625, -0.0113, -0.0010], [0.0180, -0.0296, 0.0078], [0.0524, -0.0245, 0.0238], [0.0508, 0.0749, -0.0690], [-0.0416, -0.0149, -0.0054], [-0.0553, -0.0130, -0.0290], [0.0019, 0.0240, 0.0490], [0.0339, -0.0129, 0.0009], [0.0721, -0.1323, -0.1657]], "mulliken_charge": [-0.59, -1.29, 0.62, -1.91, 1.48, 1.37, -1.55, -1.48, 0.45, -0.91, -0.98, -1.03, 0.13, 0.25, -0.72, 0.43, -0.09, -1.24, -0.93, -0.30, 0.16, 1.37, 1.08, -1.83, -1.44, 0.32, -1.25, -1.74, 0.73, -0.26, -0.98, -1.07, -0.55, -0.24, 1.01, 0.82, -1.45, -1.89, 0.34, -1.14, -1.77, 0.50, 0.25, 0.17, 0.47, 0.54, 0.40, 0.28, -0.30, 0.27, 0.24, 0.48, 0.14, 0.52, 0.20, -0.01, 0.36, 0.35, 0.39, 0.39, 0.39, 0.41, 0.09, -0.07, 0.27, 0.50, 0.37, 0.24, 0.08, 0.56, 0.67, 0.20, 0.62, -0.29, 0.28, 0.31, 0.51, 0.27, 0.39, 0.38, 0.53, 0.74, 0.21, 0.35, 0.45, 0.35, 0.61, 0.20, 0.47, 0.24, 0.56, -0.05, 0.36, 0.35, 0.49, -0.34, 0.04, -0.90, -2.06, 1.28, -0.18, -1.18, -0.79, 0.78, -0.26, 0.49, -0.35, 0.30, 0.32, 0.30, 0.30, -0.08, 0.73, 0.37, 0.33, 0.43, -0.13]}

***

{"formula": "C14H26BeCaCl5K2N5O9P3S", "method": "ωB97M-V/def2-TZVPD", "charge": 1, "gap_ev": 1.714, "max_force_ha_per_bohr": 0.0988, "multiplicity": 1, "symbols": ["C", "C", "C", "C", "P", "O", "O", "O", "C", "O", "O", "N", "P", "N", "P", "S", "H", "H", "H", "H", "H", "H", "H", "H", "H", "H", "H", "H", "K", "Cl", "Ca", "O", "C", "C", "O", "H", "H", "H", "H", "C", "O", "N", "N", "H", "H", "H", "H", "K", "Be", "O", "H", "C", "Cl", "Cl", "Cl", "Cl", "N", "C", "C", "C", "C", "C", "H", "H", "H", "H", "H"], "xyz": [[0.85165, 4.05547, -0.78863], [0.16119, 2.93620, -1.04685], [0.56112, 1.66962, -0.47405], [0.41677, 0.49215, -1.44662], [-0.55744, 0.70714, -2.95097], [-0.54950, -0.58415, -3.64028], [-1.93526, 1.32505, -2.67539], [0.25452, 1.78468, -3.79651], [-0.54756, 1.39466, 0.66222], [-0.47231, 1.97508, 1.81150], [-1.44884, 0.65227, 0.33086], [1.87401, 1.81847, 0.22845], [3.20610, 2.29163, -0.79003], [2.85910, 2.48269, -2.27918], [2.28432, 0.53001, 1.22363], [3.00199, -1.09567, 0.39119], [1.22988, 4.23878, 0.18052], [1.04355, 4.73847, -1.59879], [-0.73411, 2.99646, -1.63463], [1.37713, 0.16667, -1.80298], [-0.00641, -0.35614, -0.94514], [-2.44566, 1.00679, -1.76334], [-0.35429, 2.20762, -4.40976], [3.59979, 3.49231, -0.20680], [4.23060, 1.37458, -0.56602], [3.40035, 1.89637, -2.89602], [1.22890, 0.18036, 2.05124], [3.25379, 1.05946, 2.06113], [5.49791, -1.50648, 0.60434], [-4.14539, 1.33447, -1.01330], [2.02940, 5.85044, 0.98114], [6.17120, -4.35517, -1.90051], [5.81074, -4.89918, -2.92311], [7.05632, -4.29367, -4.35209], [6.69017, -4.81677, -5.37351], [4.83882, -4.62298, -3.38321], [5.92037, -5.99466, -3.02930], [8.04380, -4.57184, -3.93066], [6.89241, -3.16442, -4.19924], [3.98820, 3.93592, 3.80577], [4.16509, 3.57164, 2.65334], [4.95820, 4.48194, 4.56807], [2.73752, 3.80430, 4.39124], [4.82276, 4.77832, 5.51721], [5.87176, 4.57441, 4.15620], [2.02862, 3.37083, 3.81996], [2.52366, 4.09319, 5.32899], [-0.99389, 1.89676, 4.03704], [5.70442, -1.96067, -5.29236], [8.14417, 0.69292, 2.43139], [7.54409, 1.44533, 2.55225], [-5.89421, -2.45738, -2.21257], [-6.97646, -1.48499, -1.20912], [-5.48796, -3.94795, -1.34350], [-6.71816, -2.87129, -3.72060], [-4.44185, -1.55083, -2.55291], [-10.75284, -4.04584, 2.38693], [-10.16297, -3.41374, 1.37767], [-8.91040, -2.82287, 1.46485], [-8.23640, -2.89188, 2.67189], [-8.83828, -3.54615, 3.73436], [-10.09273, -4.10473, 3.53793], [-10.72531, -3.38047, 0.45120], [-8.47468, -2.32342, 0.61073], [-7.25734, -2.44314, 2.78063], [-8.34900, -3.62440, 4.69548], [-10.59712, -4.62811, 4.34289]], "forces_ev_per_angstrom": [[-0.6760, 1.6025, -0.7943], [0.3964, 0.6137, 0.5073], [-1.0930, -0.8709, 1.7976], [0.5486, 0.6741, -0.3311], [0.1332, -2.2469, -0.8906], [0.0401, -0.4944, 0.0821], [-0.0572, 0.2526, 1.5546], [0.1050, 0.9898, 0.2525], [-1.8072, -0.3887, 0.6632], [1.4850, 0.5553, -1.1049], [0.6310, 0.0780, 0.1615], [0.4698, -0.4968, -0.0947], [-0.4647, 0.0114, -1.3528], [0.1966, 0.1564, 0.1867], [0.7122, -1.1746, -0.2579], [-2.6419, 0.5585, -0.2107], [1.1330, -1.5292, 0.6873], [-0.6212, 0.9891, 0.0363], [0.0599, -0.4149, -1.1070], [0.5526, 0.1028, -0.2968], [-0.3553, -0.3135, 0.2385], [-0.7279, 0.9401, -1.3419], [-0.0037, 0.1694, -0.3111], [0.2257, 0.2555, 0.7065], [0.1782, 0.0374, 0.7205], [-0.1257, -0.1416, -0.3477], [-0.3377, 0.4286, 0.0118], [0.0293, 0.4798, 0.2936], [3.1374, -0.4902, 0.3261], [0.2197, 0.1602, 0.4579], [0.3276, -0.3837, -0.2279], [0.7622, 0.7174, 0.0125], [-3.7841, -2.1465, 2.6264], [3.7643, 2.1877, -2.3229], [-0.9483, -0.4011, 0.0660], [0.6160, 0.8653, -0.6386], [1.1282, 0.1716, -0.4585], [-0.5178, -0.6750, 0.6345], [-0.7290, -0.9865, 0.4617], [-0.2694, 0.0026, 1.0171], [-0.3108, 0.3072, -1.0263], [-0.1667, 0.0600, -0.2501], [0.0871, 0.3353, -0.3862], [0.0164, -0.0960, 0.0522], [0.0524, -0.0994, 0.0580], [0.2052, -0.0717, 0.1796], [0.0597, -0.0783, 0.0393], [-0.6768, -0.2550, 0.5745], [-0.3468, 0.4004, -0.2618], [-0.8186, -0.0816, -0.2770], [0.2069, -0.0751, 0.0075], [0.0923, 0.0455, -0.0227], [0.0384, 0.1442, -0.0909], [-0.0149, -0.0879, 0.0437], [-0.0619, -0.0497, -0.0550], [0.0501, -0.1530, -0.1234], [-0.0701, -0.0317, -0.0107], [-0.0021, 0.0329, -0.0973], [-0.0320, 0.0376, -0.0033], [0.0266, 0.0043, 0.0270], [-0.0079, -0.0011, -0.0189], [0.0082, -0.0388, 0.1191], [0.0362, 0.0223, -0.0318], [-0.1020, -0.1119, 0.0968], [0.0175, 0.0070, -0.0166], [-0.0091, -0.0186, 0.0230], [0.0308, 0.0077, 0.0383]], "mulliken_charge": [-1.45, -0.95, 1.25, -1.04, 0.79, -0.84, -0.47, -0.52, 0.14, -0.87, -0.46, 0.40, 0.43, -0.56, 0.23, -0.53, 0.20, 0.45, 0.93, 0.51, 0.43, 0.14, 0.33, -0.06, 0.01, 0.27, 0.01, 0.07, 0.88, -0.67, 1.43, -0.41, -0.12, 0.00, -0.35, 0.26, 0.29, 0.34, 0.02, 0.50, -0.55, -0.41, -0.26, 0.17, 0.25, 0.20, 0.18, 1.07, 0.00, -0.79, 0.15, 0.30, -0.13, -0.14, -0.12, 0.04, -0.54, -0.31, 0.28, -0.29, -0.33, -0.21, 0.36, 0.01, 0.38, 0.35, 0.34]}

***

Record-wise E values, in eV: -85176.418, -193604.197